C15H30NbO7 as an isolated structure, computed with the ωB97M-V functional and the def2-TZVPD basis.

## Properties
Multiplicity: 1
Total charge: -1
Total energy in Eh: -1172.82407
Relative energy (zero: lowest compared OMol25 entry of this formula, charge and spin) in kcal per mole: 100.5
Gap between HOMO and LUMO in Eh: 0.2529
E_HOMO in eV: -4.7

Element x y z (Å)
C -4.710 -0.176 -0.648
C -3.286 0.686 -0.677
C -2.071 -0.458 -0.581
O -2.345 -1.376 0.536
C -1.176 -2.198 0.888
Nb -0.560 -3.724 -0.701
C 0.762 -2.221 -1.792
O 1.273 -1.214 -0.850
C 2.716 -1.357 -0.601
C 3.300 -1.423 0.951
O 3.648 -1.397 -1.576
H -5.481 0.209 -1.466
H -5.138 -0.066 0.458
H -4.559 -1.325 -0.848
H -3.227 1.480 0.181
H -3.222 1.283 -1.708
H -1.074 0.155 -0.480
H -2.086 -0.989 -1.650
H -1.492 -2.837 1.845
H -0.235 -1.566 1.251
H -1.967 -3.209 -1.717
H -0.058 -4.964 -1.962
H 0.850 -4.262 0.306
H -1.703 -4.920 0.114
H 1.590 -2.764 -2.420
H 0.071 -1.629 -2.564
H 4.477 -1.248 0.891
H 2.790 -0.557 1.555
H 3.100 -2.445 1.488
O -5.771 3.734 0.983
C -5.589 3.033 1.965
O -6.507 2.153 2.462
C -6.006 1.587 3.672
C -4.511 1.758 3.602
C -4.361 3.041 2.824
H -6.446 2.125 4.518
H -6.294 0.534 3.734
H -4.034 1.784 4.585
H -4.069 0.930 3.033
H -4.387 3.918 3.476
H -3.454 3.037 2.215
O 8.175 2.583 -0.224
C 7.459 1.980 -1.005
O 6.349 1.271 -0.642
C 5.821 0.609 -1.790
C 6.344 1.383 -2.972
C 7.685 1.867 -2.482
H 6.169 -0.429 -1.786
H 4.728 0.616 -1.749
H 6.401 0.786 -3.886
H 5.693 2.243 -3.170
H 8.475 1.134 -2.668
H 7.945 2.835 -2.916

These are the natural (NBO) partial charges, in e, on atoms 1 to 8:
1 C -0.642
2 C -0.416
3 C -0.086
4 O -0.595
5 C -0.649
6 Nb 2.011
7 C -0.666
8 O -0.564